No. 1
Density functional theory data (the ωB97M-V functional and the def2-TZVPD basis) for a cluster of 2 separate species, CFNO3 in total in a non-equilibrium geometry.

Results
Net charge = 0
Frontier orbital gap = 11.5 eV
Relative energy (zero: lowest compared OMol25 entry of this formula, charge and spin) = 0.142 eV

Last column: Mulliken charge in e.
Cartesian coordinates (Å):
C 0.093 -0.222 2.100  0.70
N -0.437 -0.137 -1.994  0.41
O 0.391 0.823 1.793  -0.30
O -0.066 -1.344 2.436  -0.40
O -0.806 0.540 -2.841  -0.20
F 0.825 0.341 -1.494  -0.20

---

No. 2
Density functional theory data (the ωB97M-V functional and the def2-TZVPD basis) for a structure of composition C28H67F2INbO14S in a non-equilibrium geometry.

Results
Net charge = -1
Frontier orbital gap = 6.7 eV

Last column: Mulliken charge in e.
Cartesian coordinates (Å):
C -5.191 -4.838 0.636  -0.97
C -4.173 -3.563 0.463  0.12
F -4.500 -2.803 -0.801  -0.32
Nb -1.936 -4.161 0.517  0.15
C 0.291 -4.691 0.631  -0.74
F -1.379 -2.141 0.008  -0.62
I -2.509 -6.833 1.253  -0.22
C -2.077 -4.571 -1.719  -0.61
S -1.240 -6.143 -2.297  0.90
O -0.070 -5.703 -3.259  -0.65
O -2.267 -6.879 -3.242  -0.65
H -4.959 -5.646 -0.180  0.20
H -6.332 -4.539 0.485  0.29
H -5.084 -5.218 1.742  0.30
H -4.434 -2.804 1.345  0.34
H -1.941 -3.717 2.280  0.09
H 0.713 -4.959 -0.427  0.28
H 0.524 -5.600 1.360  0.24
H 0.832 -3.754 1.125  0.15
H -3.234 -4.688 -1.987  0.36
H -1.598 -3.652 -2.305  0.26
H -0.760 -6.978 -1.276  0.14
C -2.028 0.874 -0.966  -0.86
O -3.225 1.433 -1.484  -0.25
C -4.360 0.607 -1.253  -0.45
C -5.621 1.456 -1.065  -0.10
O -5.695 2.099 0.215  -0.51
C -4.784 3.189 0.428  -0.27
C -5.113 4.435 -0.399  -0.61
O -4.702 4.258 -1.755  -0.24
C -5.510 4.979 -2.670  -0.78
H -1.761 -0.028 -1.523  0.26
H -1.228 1.609 -1.079  0.30
H -2.134 0.644 0.097  0.36
H -4.219 -0.026 -0.368  0.29
H -4.481 -0.041 -2.132  0.40
H -6.488 0.786 -1.102  0.41
H -5.753 2.174 -1.875  -0.13
H -3.749 2.868 0.290  0.06
H -4.890 3.451 1.486  0.42
H -4.571 5.300 0.000  0.43
H -6.187 4.631 -0.341  0.35
H -6.564 4.712 -2.549  0.36
H -5.205 4.707 -3.683  0.16
H -5.373 6.056 -2.531  0.34
C 6.373 -2.382 6.075  -0.92
O 6.102 -2.377 4.682  -0.15
C 5.898 -3.684 4.159  -0.56
C 4.899 -3.656 2.999  -0.35
O 3.537 -3.494 3.418  -0.47
C 3.179 -2.196 3.916  -0.34
C 3.146 -1.110 2.836  -0.52
O 4.471 -0.699 2.501  -0.14
C 4.585 -0.263 1.156  -0.88
H 7.341 -2.850 6.270  0.33
H 6.404 -1.347 6.423  0.20
H 5.583 -2.903 6.623  0.45
H 5.530 -4.370 4.933  0.39
H 6.869 -4.051 3.799  0.36
H 4.934 -4.631 2.499  0.42
H 5.170 -2.915 2.246  0.08
H 3.809 -1.912 4.762  0.05
H 2.163 -2.308 4.310  0.45
H 2.611 -0.230 3.210  0.35
H 2.624 -1.496 1.956  0.31
H 4.236 -1.039 0.467  0.38
H 5.640 -0.073 0.947  0.26
H 4.016 0.661 1.007  0.31
C 11.877 3.877 4.376  -0.80
O 11.203 2.636 4.511  -0.25
C 11.484 1.992 5.748  -0.61
C 10.277 1.179 6.224  -0.20
O 9.218 1.984 6.761  -0.49
C 8.472 2.761 5.811  -0.40
C 7.584 1.920 4.889  -0.30
O 8.370 1.295 3.874  -0.34
C 7.824 0.059 3.444  -0.48
H 12.956 3.716 4.300  0.33
H 11.527 4.361 3.461  0.23
H 11.652 4.536 5.219  0.35
H 11.755 2.720 6.523  0.35
H 12.338 1.320 5.584  0.39
H 10.605 0.542 7.054  0.41
H 9.907 0.507 5.449  0.03
H 9.128 3.429 5.248  0.14
H 7.818 3.403 6.412  0.42
H 6.851 2.563 4.390  0.41
H 7.055 1.173 5.486  0.10
H 7.681 -0.618 4.292  0.11
H 8.532 -0.406 2.754  0.43
H 6.873 0.223 2.926  0.14
C -9.759 4.132 -7.835  -0.82
O -9.104 3.080 -7.143  -0.22
C -9.598 1.796 -7.504  -0.58
C -8.488 0.745 -7.425  -0.22
O -7.556 0.811 -8.513  -0.48
C -6.659 1.932 -8.510  -0.33
C -5.607 1.875 -7.399  -0.61
O -6.184 2.238 -6.145  -0.25
C -5.552 1.600 -5.047  -0.88
H -10.803 4.201 -7.519  0.33
H -9.253 5.070 -7.594  0.23
H -9.700 3.981 -8.917  0.35
H -10.016 1.801 -8.518  0.35
H -10.399 1.539 -6.796  0.38
H -8.954 -0.244 -7.503  0.41
H -7.973 0.767 -6.464  0.03
H -7.210 2.876 -8.503  0.10
H -6.136 1.886 -9.471  0.42
H -4.803 2.589 -7.611  0.40
H -5.185 0.867 -7.357  0.37
H -5.559 0.513 -5.175  0.49
H -6.116 1.838 -4.142  0.07
H -4.526 1.963 -4.937  0.47

---

Number 1: E_HOMO -12.346 eV. Number 2: E_HOMO -5.677 eV.